A 2-piece molecular cluster, C5H10 overall. Source: the Open Molecules 2025 dataset; level of theory: wB97M-V/def2-TZVPD.

For the orbital gap (spin up / spin down), the calculation gives 7.7 / 4.5 eV. The charge is +1. The energy above the lowest of the compared OMol25 structures with the same formula, charge and spin is 52.7 kcal per mole. Its spin multiplicity is 2. As for the expectation value of S²: 0.75. The calculation puts the energy at -196.07045 a.u.

Atoms and positions in Å:
C: 2.605 0.571 0.337
H: -1.783 0.981 -1.668
H: -2.124 1.314 1.057
H: 2.960 -1.450 0.497
C: 2.543 -0.753 -0.136
C: -2.183 0.210 0.900
C: -1.194 -0.312 -0.089
C: -1.334 0.031 -1.408
H: 2.929 0.932 1.270
H: -2.007 -0.234 1.882
H: -3.222 -0.057 0.634
H: 2.234 1.379 -0.365
H: 2.007 -0.868 -1.040
H: -1.060 -0.763 -2.105
H: -0.371 -0.982 0.234

Atoms 1-3, force components in eV/Å:
-1.6 -2.2 -3.7
0.0 -0.1 -0.4
0.0 -0.5 -0.6